113
Properties=species:S:1:pos:R:3:lowdin_charge:R:1 method="wB97M-V/def2-TZVPD" orbital_gap_ev=8.6 charge=+1 lumo_energy_ha=-0.12516
N 2.13509 -2.43575 1.96662 0.03
C 1.41564 -1.29720 1.51344 -0.18
N 1.08754 -0.30663 2.61897 0.21
C 0.40314 0.77144 2.46087 -0.24
N -0.08969 1.07837 1.20593 -0.02
C -1.38334 0.44442 0.91021 -0.10
C -1.37514 -0.11523 -0.51252 -0.24
O -0.36897 -0.18321 -1.13238 0.05
C -0.01859 2.51372 0.87502 -0.06
C -0.53103 3.40232 2.01983 -0.13
C -0.31785 4.86681 1.67341 -0.22
O 0.78442 5.27507 1.57214 0.21
C -1.45980 5.93255 1.47947 -0.33
F -1.64488 6.55932 2.67033 0.15
F -0.96578 6.83920 0.60644 0.15
C -2.85877 5.49595 0.91366 -0.30
F -3.33113 6.50494 0.15182 0.17
F -2.71004 4.40381 0.09079 0.13
C -3.96169 5.18670 1.98879 -0.34
F -4.54782 6.33792 2.35686 0.17
F -3.39368 4.61994 3.08944 0.13
C -5.02857 4.22777 1.40746 -0.46
O -5.92503 4.61687 0.76791 0.22
O -4.79364 2.95516 1.72204 0.13
C 0.29706 3.05354 3.25588 -0.24
O -0.04909 3.82656 4.35519 0.15
B 1.04772 4.30558 5.10459 -0.78
O 1.47520 3.56709 6.16258 0.23
O 1.62304 5.50432 4.74389 0.15
N 0.22055 1.60197 3.59504 0.16
C -0.89559 1.21417 4.44335 -0.61
F -0.60752 1.40344 5.71237 0.22
F -2.01564 1.87342 4.15811 0.19
F -1.15015 -0.09929 4.26473 0.16
H 1.51767 -3.11732 2.39273 0.00
H 2.89879 -2.21005 2.59179 0.08
H 0.46915 -1.59249 1.06410 0.12
H 2.02491 -0.72271 0.80969 0.13
H 1.43688 -0.49641 3.55436 0.18
H -2.20914 1.15471 1.01480 0.11
H -1.59018 -0.37352 1.61263 0.14
H -2.32203 -0.45506 -0.95253 0.07
H 1.02632 2.75352 0.64453 0.13
H -0.57682 2.65706 -0.05253 0.14
H -1.58715 3.19460 2.17955 0.13
H -5.25436 2.39410 1.06367 0.10
H 1.34813 3.23779 2.97489 0.18
H 2.17987 4.03670 6.62894 0.13
H 2.53776 5.41210 4.43431 0.03
Cl 4.99008 -2.64594 0.18793 0.52
C 5.26460 -4.22435 -0.59379 -0.64
C 4.15647 -4.58027 -1.54972 -0.64
Cl 2.61768 -4.91955 -0.70239 0.54
H 5.36653 -4.97064 0.18995 0.07
H 6.20616 -4.14746 -1.13503 0.04
H 4.42239 -5.48237 -2.09733 0.08
H 3.97096 -3.77886 -2.26007 0.07
Cl -5.53938 0.07233 -3.63085 0.55
C -6.64460 -0.29703 -2.29019 -0.67
C -6.33111 0.52537 -1.06987 -0.61
Cl -4.74229 0.03839 -0.37713 0.60
H -6.56886 -1.36200 -2.08498 0.03
H -7.65622 -0.07568 -2.62559 0.08
H -7.07943 0.36256 -0.29733 0.08
H -6.27774 1.58640 -1.29229 0.07
Cl 6.47619 -0.50212 -1.88350 0.55
C 8.26085 -0.42000 -1.92780 -0.64
C 8.86493 -1.36269 -2.93292 -0.65
Cl 8.69147 -3.07400 -2.46584 0.55
H 8.62300 -0.61670 -0.92224 0.07
H 8.52037 0.60133 -2.20127 0.07
H 9.93293 -1.16665 -3.00782 0.08
H 8.41507 -1.23918 -3.91462 0.07
Cl 2.17750 1.42589 -1.97777 0.57
C 3.69699 1.80736 -2.84192 -0.65
C 3.52308 1.79927 -4.33756 -0.66
Cl 3.21116 0.15933 -4.96176 0.54
H 4.43581 1.07739 -2.52698 -0.01
H 4.01064 2.79629 -2.51178 0.08
H 4.43801 2.15312 -4.80941 0.08
H 2.69867 2.43637 -4.64726 0.07
Cl -3.24693 -5.01441 -3.78057 0.53
C -4.21302 -4.80988 -5.27067 -0.67
C -4.86577 -3.45577 -5.34262 -0.64
Cl -6.14196 -3.26498 -4.11070 0.55
H -4.94460 -5.61486 -5.29171 -0.03
H -3.53079 -4.93082 -6.11059 0.08
H -5.34044 -3.32919 -6.31394 0.08
H -4.14712 -2.65270 -5.19617 0.06
Cl 5.39458 8.40150 1.76406 0.55
C 3.85662 8.68444 2.61772 -0.66
C 4.00916 8.57517 4.11233 -0.62
Cl 4.35896 6.89905 4.62653 0.61
H 3.12937 7.96912 2.24116 0.06
H 3.52564 9.68944 2.36259 0.08
H 3.08042 8.86768 4.59874 0.08
H 4.81638 9.19933 4.48481 0.07
Cl 0.33094 -5.29896 2.99674 0.56
C 0.80703 -6.78787 2.12453 -0.64
C -0.19490 -7.16430 1.06526 -0.67
Cl -1.74712 -7.68663 1.76549 0.55
H 0.92316 -7.57269 2.86667 0.07
H 1.77258 -6.58991 1.66198 0.04
H 0.19456 -7.99743 0.48314 0.08
H -0.39454 -6.33210 0.39483 0.06
Cl -6.51866 -7.43136 -5.48859 0.58
C -6.08121 -8.96426 -4.68660 -0.63
C -4.59559 -9.06345 -4.45105 -0.66
Cl -3.68328 -9.22053 -5.97369 0.54
H -6.44663 -9.77715 -5.30810 0.07
H -6.60461 -8.98650 -3.73255 0.08
H -4.38080 -9.94786 -3.85378 0.07
H -4.21908 -8.18613 -3.92943 0.05



28
Properties=species:S:1:pos:R:3:nbo_charge:R:1 method="wB97M-V/def2-TZVPD" orbital_gap_ev=7.8 e_above_lowest_kj_mol=383.1 lumo_energy_ha=-0.00898
C 0.63967 1.97598 -0.99865 -0.29
C 1.79820 1.79899 -1.81042 0.05
C 0.13254 0.24007 2.25024 -0.06
C 0.63744 1.02108 -0.03395 0.03
C -2.48938 0.28682 -0.53254 -0.41
C -0.42848 0.74737 0.96584 -0.29
C -1.44004 -0.22514 0.37759 -0.22
C -1.59912 -0.76230 -1.04652 -0.22
C 2.54352 0.13653 2.75439 0.01
C 2.20325 -0.98673 0.15527 -0.10
C 1.85875 0.22193 -0.30975 0.00
C -1.91177 -2.17537 -1.29655 -0.60
N 2.55467 0.85233 -1.39073 -0.41
N 1.36155 0.28440 2.60629 -0.30
Cl 3.46450 -2.05216 -0.30040 0.07
H 0.00778 2.76830 -1.24376 0.21
H 2.05941 2.41559 -2.62210 0.19
H -0.66937 -0.26885 2.82625 0.20
H -3.60636 0.15149 -0.38981 0.21
H -2.36235 1.37378 -0.76920 0.21
H -1.06325 1.57024 1.17213 0.23
H -1.85696 -0.84124 1.10100 0.21
H -0.94561 -0.32981 -1.72092 0.22
H 3.23987 0.80272 3.38790 0.20
H 1.47952 -1.30647 0.87629 0.21
H -2.51855 -2.60403 -0.50014 0.21
H -0.84489 -2.71307 -1.19500 0.21
H -2.24454 -2.38247 -2.31277 0.22